(1)
ORCA calculation (ωB97M-V/def2-TZVPD) on a single C6H16N2 molecule in a non-equilibrium geometry.

SMILES	CC[C@@H](C)NCCN
ΔE to the lowest compared entry with this formula, charge and spin	20.9	kcal/mol
E_LUMO	1.1	eV
spin multiplicity	1
HOMO-LUMO gap	9.44	eV
net charge	0
E_tot	-347.69148	Eh

Positions of all 24 atoms, in Å:
1 N 3.2081 -0.0659 0.0610
2 C 2.4879 -1.3655 -0.0403
3 C 1.0813 -1.1233 -0.5220
4 N 0.3805 -0.2907 0.4286
5 C -3.2448 -0.2411 0.2971
6 C -1.9691 0.4004 0.8335
7 C -0.7853 0.4249 -0.1405
8 C -0.3582 1.8639 -0.4908
9 H 3.3218 0.2967 -0.8826
10 H 4.1420 -0.2175 0.4246
11 H 2.4406 -1.7261 0.9844
12 H 3.0410 -2.1092 -0.6185
13 H 0.5918 -2.0931 -0.6041
14 H 1.1587 -0.6390 -1.5125
15 H 1.0481 0.3286 0.8689
16 H -3.9895 0.4608 -0.1009
17 H -3.0603 -0.9998 -0.4606
18 H -3.7969 -0.7335 1.1039
19 H -2.1503 1.3960 1.2489
20 H -1.7053 -0.0932 1.7705
21 H -1.0788 -0.1861 -0.9866
22 H 0.7044 1.9137 -0.7329
23 H -0.9094 2.3201 -1.3135
24 H -0.5582 2.4793 0.3844

***

(2)
ORCA calculation (ωB97M-V/def2-TZVPD) on a single C6H16N2 molecule in a non-equilibrium geometry.

SMILES	CCCNCCNC
ΔE to the lowest compared entry with this formula, charge and spin	35.5	kcal/mol
E_LUMO	1.1	eV
spin multiplicity	1
HOMO-LUMO gap	9.65	eV
net charge	0
E_tot	-347.66824	Eh

Positions of all 24 atoms, in Å:
1 C 0.5182 1.4279 -2.3482
2 C 1.7937 0.6130 -2.6277
3 C 0.0976 1.3708 -0.8991
4 N -0.8301 0.2382 -0.6878
5 C -1.3293 0.2638 0.7024
6 C -1.4596 -1.1625 1.2690
7 N -0.1471 -1.7023 1.5060
8 C 0.3962 -1.3459 2.8382
9 H -0.3072 1.0615 -2.9526
10 H 0.7379 2.4170 -2.8027
11 H 2.7135 1.0371 -2.2253
12 H 1.6796 -0.3711 -2.1665
13 H 1.8169 0.4914 -3.7048
14 H -0.3959 2.2936 -0.5661
15 H 0.8569 1.4242 -0.0865
16 H -0.3710 -0.6586 -0.8122
17 H -2.2685 0.8291 0.5651
18 H -0.7776 0.8944 1.4228
19 H -2.0127 -1.7918 0.5482
20 H -2.1426 -1.0761 2.1343
21 H -0.0916 -2.7055 1.4266
22 H 0.0042 -1.9461 3.6697
23 H 0.0466 -0.3399 3.0987
24 H 1.4720 -1.2622 2.6984

***

(3)
ORCA calculation (ωB97M-V/def2-TZVPD) on a gas-phase ion, C6H16N2 (charge +1) in a non-equilibrium geometry.

ΔE to the lowest compared entry with this formula, charge and spin	23.1	kcal/mol
E_LUMO (spin up / spin down)	-3.2 / -8.0	eV
spin multiplicity	2
HOMO-LUMO gap (spin up / spin down)	8.83 / 3.99	eV
net charge	+1
expectation value of S²	0.75
E_tot	-347.37958	Eh

Positions of all 24 atoms, in Å:
1 C -2.5655 -0.8212 1.0306
2 C -1.7802 -0.2613 -0.1506
3 C -0.4357 -1.0634 -0.3013
4 C 0.7583 -0.4019 0.4256
5 C 0.9527 1.0840 0.1265
6 N 2.3497 1.5424 0.1707
7 C 3.3917 0.8329 -0.5021
8 N -2.5651 -0.4103 -1.3683
9 H -2.2557 -0.5331 2.0403
10 H -2.5932 -1.9084 0.9802
11 H -3.6184 -0.5200 0.9984
12 H -1.5150 0.7933 -0.0320
13 H -0.5885 -1.9984 0.2235
14 H -0.2463 -1.1824 -1.3616
15 H 0.6047 -0.5556 1.4936
16 H 1.6095 -1.0609 0.2290
17 H 0.5011 1.4203 -0.8017
18 H 0.4610 1.6735 0.8897
19 H 2.5625 1.7850 1.1390
20 H 4.3647 1.2984 -0.3265
21 H 3.4697 -0.1880 -0.1215
22 H 3.2036 0.8677 -1.5785
23 H -3.4735 -0.8414 -1.3111
24 H -2.5923 0.4490 -1.8919

***

Q: Number 3 is which compound?
A: C6H16N2